Arrangement 1

# C2H3NO3

A cluster of 2 separate species, C2H3NO3 in total (ωB97M-V/def2-TZVPD, OMol25).

Structure (ORCA input):
```
! wB97M-V def2-TZVPD RIJCOSX def2/J DEFGRID3
* xyz 0 1
O -0.73829 -1.22368 -0.19945
C -0.71822 0.02126 -0.05784
C 2.15613 0.35809 0.05695
H -0.77895 -0.17002 1.95469
O -1.05280 0.74804 -1.13528
N 3.11669 -0.28409 -0.06100
H -0.96155 1.68307 -0.87085
O -0.77857 0.53821 1.18640
H -0.24443 -1.67088 -0.87361
*
```

HOMO	-0.3180	hartree
LUMO level	-0.03343	Eh

List of Mulliken charges in e, atom by atom: -0.40, 0.70, -0.25, 0.38, -0.37, -0.50, 0.37, -0.35, 0.42

=====

Arrangement 2

# C2H3NO3

An isolated molecule of C2H3NO3 (ωB97M-V/def2-TZVPD, OMol25).

Structure (ORCA input):
```
! wB97M-V def2-TZVPD RIJCOSX def2/J DEFGRID3
* xyz 0 1
N 0.77654 0.80031 -0.77858
C -0.72100 -0.52939 0.37078
O -1.09171 -1.58510 1.08339
C 0.57813 0.25487 0.40497
O -0.98512 -1.67380 -0.35632
H -1.41765 0.22787 0.31624
H 0.04367 0.60934 -1.53375
O 1.20820 0.49358 1.43962
H 1.60894 1.40231 -0.94634
*
```

HOMO	-0.3811	hartree
SMILES	NC(=O)C1OO1
LUMO level	0.01677	Eh

List of Mulliken charges in e, atom by atom: -0.37, 0.24, -0.25, 0.47, -0.28, 0.30, 0.23, -0.60, 0.26

=====

Which structure is most stable? arrangement 1, by 9.0 kcal/mol over the runner-up.

=====

Arrangement 1

# C2H3NO3

A cluster of 2 separate species, C2H3NO3 in total (ωB97M-V/def2-TZVPD, OMol25).

Structure (ORCA input):
```
! wB97M-V def2-TZVPD RIJCOSX def2/J DEFGRID3
* xyz 0 1
O 1.61493 -0.44214 0.89089
N 0.41879 -0.69256 -1.04845
H 1.54198 -1.36313 0.92205
C 0.84913 0.02214 -0.06889
H -0.30312 1.51027 -0.43460
H 0.00301 -0.10728 -1.88471
O 0.31916 1.26834 0.16700
O -2.39064 -0.44373 1.14483
C -2.05324 0.24810 0.31188
*
```

HOMO	-0.3677	hartree
LUMO level	0.02647	Eh

List of Mulliken charges in e, atom by atom: -0.46, -0.67, 0.34, 0.68, 0.34, 0.27, -0.48, -0.16, 0.13

=====

Arrangement 2

# C2H3NO3

A cluster of 2 separate species, C2H3NO3 in total (ωB97M-V/def2-TZVPD, OMol25).

Structure (ORCA input):
```
! wB97M-V def2-TZVPD RIJCOSX def2/J DEFGRID3
* xyz 0 1
O 0.97804 0.46082 -2.28775
N 1.60569 -0.27111 -1.12507
C -1.67118 -0.26806 1.33723
H 0.02751 0.30249 -2.27043
H -1.42785 0.87528 3.23145
C -1.44338 0.51834 2.23716
H -1.64411 -0.75670 0.37178
O 2.73995 -0.13596 -1.12634
O 0.83535 -0.72511 -0.36804
*
```

HOMO	-0.3928	hartree
SMILES	O=[N+]([O-])O.C#C
LUMO level	0.01420	Eh

List of Mulliken charges in e, atom by atom: -0.48, 1.11, -0.38, 0.35, 0.35, -0.31, 0.35, -0.49, -0.49

=====

Which structure is most stable? arrangement 1, by 128.5 kcal/mol over the runner-up.

=====

Arrangement 1

# C4H7F

An isolated molecule of C4H7F (ωB97M-V/def2-TZVPD, OMol25).

Structure (ORCA input):
```
! wB97M-V def2-TZVPD RIJCOSX def2/J DEFGRID3
* xyz 0 1
C 0.43140 -0.05356 -0.04832
H 1.06248 2.06375 -0.69568
C -0.73462 -0.68534 -0.06565
H -0.56138 1.91945 -0.16844
C 0.46199 1.48372 0.00672
C 1.68193 -0.76216 0.00413
H 1.67537 -1.57252 -0.63200
H 1.89372 -1.17014 1.00284
H 2.54998 -0.14749 -0.23694
H -0.81274 -1.74726 0.13026
F -1.95150 -0.11881 0.02411
H 0.71193 1.82758 1.00171
*
```

HOMO	-0.3351	hartree
SMILES	CC(C)=CF
LUMO level	0.03966	Eh

List of Mulliken charges in e, atom by atom: 0.76, 0.34, -0.25, 0.29, -1.16, -1.41, 0.42, 0.28, 0.34, 0.35, -0.26, 0.29

=====

Arrangement 2

# C4H7F

An isolated molecule of C4H7F (ωB97M-V/def2-TZVPD, OMol25).

Structure (ORCA input):
```
! wB97M-V def2-TZVPD RIJCOSX def2/J DEFGRID3
* xyz 0 1
H -1.92006 -1.65797 -0.47677
H 0.70815 1.68841 -1.19104
F -1.60798 1.06614 -0.01334
C 1.31144 0.98135 0.59737
H 1.06588 1.68839 1.43717
H -1.32823 -1.38461 1.13810
H 1.83789 -0.00138 0.94807
C 0.65572 0.72473 -0.73538
H -0.19196 -1.95375 -0.12444
C -0.76850 0.09658 -0.45430
C -1.07614 -1.26308 0.08545
H 1.31378 0.01518 -1.21090
*
```

HOMO (alpha / beta)	-0.2849 / -0.3064	hartree
LUMO level (alpha / beta)	0.01097 / 0.02697	Eh

List of Mulliken charges in e, atom by atom: 0.30, 0.31, -0.27, -0.79, 0.32, 0.29, 0.23, -0.43, 0.26, 0.39, -0.88, 0.26

=====

Which structure is most stable? arrangement 1, by 69.1 kcal/mol over the runner-up.